{"formula": "C3H9BS", "method": "ωB97M-V/def2-TZVPD", "smiles": "CSB(C)C", "relative_energy_kcal_mol": 12.5, "homo_lumo_gap_ev": 10.230, "energy_ev": -14768.3337, "species": ["C", "S", "B", "C", "C", "H", "H", "H", "H", "H", "H", "H", "H", "H"], "xyz": [[-1.05666, 1.87193, 0.89271], [-0.50214, 1.41586, -0.76519], [0.14337, -0.14608, -0.46708], [0.02300, -0.80902, 0.91542], [1.04496, -1.10839, -1.77578], [-0.95200, 2.92241, 0.99029], [-0.47223, 1.34430, 1.55657], [-2.03210, 1.61682, 0.98395], [-0.83582, -0.66891, 1.51240], [0.95649, -0.54598, 1.31955], [0.13728, -1.95445, 0.84612], [1.64407, -1.87215, -1.28481], [1.65303, -0.50752, -2.40190], [0.24873, -1.55881, -2.32225]], "forces_ev_per_a": [[1.3328, 1.0093, -1.9012], [-0.1433, 1.3219, -0.8125], [1.8319, -2.9641, -2.4467], [0.1116, -3.5740, -1.4533], [-1.7443, 1.7560, 3.3657], [0.1886, 0.9483, 0.2104], [1.1371, -0.6494, 1.6445], [-3.0566, -0.7698, 0.4588], [-0.6204, 0.6248, 0.8547], [1.2306, 0.6534, 1.4649], [-0.2039, 1.5370, -0.1696], [-0.0409, -0.0238, 0.0428], [0.4714, 0.6288, -0.6309], [-0.4947, -0.4983, -0.6275]]}